[1]
The following is a DFT calculation (the ωB97M-V functional and the def2-TZVPD basis) of a molecular structure, C23H41BrP2Ru.

The geometry in XYZ format:
```
68
C23H41BrP2Ru (the ωB97M-V functional and the def2-TZVPD basis)
Ru -2.53346 -0.28348 -2.26187
C 1.58568 -0.77346 -0.78604
C 1.26626 0.45061 -1.46665
C 1.04971 0.80868 0.81050
C 1.47485 -0.53884 0.61987
C 0.91643 1.41804 -0.47768
C 2.12693 -2.01312 -1.35930
H 2.04103 -2.00832 -2.44769
H 1.59355 -2.89060 -0.96629
H 3.19125 -2.14266 -1.11093
C 1.88901 -1.44650 1.68785
H 1.90157 -2.47560 1.30673
H 1.22126 -1.38748 2.56116
H 2.91202 -1.21056 2.03840
C 0.87887 1.48459 2.10038
H 1.85903 1.83860 2.47515
H 0.45825 0.81299 2.86644
H 0.23001 2.36697 1.98174
C 0.57833 2.83516 -0.69872
H 1.36000 3.47518 -0.26372
H -0.38088 3.09455 -0.19405
H 0.50756 3.05931 -1.77030
C 1.51818 0.76320 -2.88767
H 2.48506 1.30465 -2.98377
H 0.72751 1.41764 -3.30337
H 1.59681 -0.15392 -3.49182
C -4.48774 -2.42227 -2.78778
C -3.40098 -3.05919 -3.52498
C -3.11647 -2.62313 -4.97047
C -3.26985 -1.11073 -5.28193
C -2.97476 -0.19181 -4.11616
C -4.05142 0.32802 -3.20242
C -5.45884 -0.16123 -3.36834
C -5.59874 -1.71385 -3.45767
H -3.83417 -3.17638 -5.59899
H -4.29199 -0.91374 -5.67730
H -2.13015 -3.00211 -5.30838
H -5.77927 -2.04476 -4.49181
H -4.86608 -2.97386 -1.91914
H -3.38530 -4.16891 -3.46730
H -6.54319 -1.97891 -2.95582
H -6.07983 0.18970 -2.52646
H -4.03566 1.40655 -3.08121
H -5.90405 0.27102 -4.27818
H -2.48163 -0.85330 -6.03353
H -2.07029 0.42467 -4.28292
P -2.15026 -2.63202 -2.31078
C -1.77114 -3.96331 -1.21676
C -0.65583 -2.15210 -3.19579
P -2.10668 1.94310 -1.13239
C -3.28290 -1.68536 -1.07722
C -2.36568 3.19551 -2.45944
C -3.55451 2.01169 -0.09114
H -1.65961 -3.55853 -0.21005
H -0.82205 -4.39445 -1.53786
H -2.57011 -4.71437 -1.24237
H -0.72414 -2.17623 -4.28522
H 0.07036 -2.90136 -2.88285
H -0.26652 -1.17148 -2.90478
H -4.42707 1.69998 -0.65274
H -3.62035 3.02383 0.29988
H -3.36473 1.27960 0.70193
H -3.15760 -2.04187 -0.03250
H -4.25202 -1.13970 -1.18618
H -1.89910 4.12585 -2.10138
H -3.44452 3.32475 -2.61613
H -1.87351 2.87528 -3.39679
Br -1.73826 -0.52211 0.76196
```

charge	+1
multiplicity	6
Kohn-Sham gap (spin up / spin down)	5.91 / 4.66	eV
relative energy (zero: lowest compared OMol25 entry of this formula, charge and spin)	789.6	kJ/mol
E_HOMO (spin up / spin down)	-8.6 / -9.7	eV


[2]
The following is a DFT calculation (the ωB97M-V functional and the def2-TZVPD basis) of C3H3ClFNO in the gas phase.

The geometry in XYZ format:
```
10
C3H3ClFNO (the ωB97M-V functional and the def2-TZVPD basis)
C -0.81516 -0.33601 0.83918
C -0.61413 -0.39601 -0.59761
C 0.11085 0.43761 -1.33386
H 1.86073 0.28011 2.04287
H -1.82861 -0.60534 1.18174
H -1.09190 -1.18441 -1.17790
N 0.07770 -0.13704 1.73799
O 1.34298 0.09374 1.24477
F 0.69054 1.52514 -0.87423
Cl 0.26700 0.32221 -3.06295
```

SMILES string	O/N=C\C=C(/F)Cl
Kohn-Sham gap	10.12	eV
relative energy (zero: lowest compared OMol25 entry of this formula, charge and spin)	206.7	kJ/mol
E_HOMO	-9.4	eV


[3]
The following is a DFT calculation (the ωB97M-V functional and the def2-TZVPD basis) of C9H17BrF2Si in the gas phase.

The geometry in XYZ format:
```
30
C9H17BrF2Si (the ωB97M-V functional and the def2-TZVPD basis)
C -3.29104 -0.55492 -0.39722
C -2.34436 0.27685 -1.22247
C -4.72769 -0.06896 -0.35457
C -1.04366 -0.50684 -1.40690
C -5.12472 0.41235 0.81951
C 4.51431 1.54021 0.99481
C 3.66861 0.22835 1.10685
C 3.01853 -0.09549 -0.22072
C 1.93151 -1.16439 -0.21166
F 2.18673 -1.99833 0.92236
F 1.96484 -1.99474 -1.28247
Si -0.02121 -0.78862 0.17783
Br 0.03930 1.31996 1.06092
H -3.35404 -1.64644 -0.85302
H -2.78442 -0.66340 0.68178
H -2.73879 0.45402 -2.24550
H -2.01718 1.20822 -0.85104
H -0.31706 -1.75564 1.37606
H -5.23549 0.01417 -1.28438
H -1.26978 -1.42375 -2.00860
H -0.38267 0.17285 -2.07818
H -4.41001 0.11123 1.64703
H -6.00755 0.96071 1.02623
H 5.45525 1.38476 0.65333
H 4.02458 2.36192 0.48477
H 4.56621 1.90602 2.00812
H 2.77809 0.38442 1.75805
H 4.35224 -0.50067 1.36594
H 2.65813 0.80998 -0.78655
H 3.91136 -0.38384 -0.88031
```

SMILES string	C=CCCC[Si@H](Br)C(F)(F)CCC
Kohn-Sham gap	10.48	eV
relative energy (zero: lowest compared OMol25 entry of this formula, charge and spin)	25.0	kJ/mol
E_HOMO	-9.8	eV


[4]
The following is a DFT calculation (the ωB97M-V functional and the def2-TZVPD basis) of a gas-phase ion, C9H10NOS (charge +1).

The geometry in XYZ format:
```
22
C9H10NOS (the ωB97M-V functional and the def2-TZVPD basis)
C 2.84647 -0.08868 0.69805
C 2.52074 -0.59517 -0.52222
C 1.90926 0.59849 1.45838
C 1.17578 -0.52712 -0.96670
C 0.61944 0.68493 1.03575
C 0.25098 0.06822 -0.21008
C -1.62684 0.32091 -1.75612
C -0.34787 1.38571 1.88996
C -1.75062 -1.07255 0.30816
N -1.15367 -0.04697 -0.58378
O -2.82119 0.06554 -2.19215
S -1.88902 1.75530 1.41522
H 3.78942 -0.03188 1.15136
H 3.07635 -1.16602 -1.21037
H 2.34730 1.08498 2.40306
H 1.04615 -1.04408 -1.93375
H -0.08987 1.67776 2.80307
H -0.84625 0.85776 -2.19566
H -2.85728 -0.81941 0.31483
H -1.36947 -1.19273 1.27541
H -1.74448 -2.04810 -0.05919
H -3.08534 0.13310 -3.12322
```

SMILES string	C/[N+](=C\O)c1ccccc1C=S
charge	+1
Kohn-Sham gap	7.62	eV
relative energy (zero: lowest compared OMol25 entry of this formula, charge and spin)	148.0	kJ/mol
E_HOMO	-12.1	eV


[5]
The following is a DFT calculation (the ωB97M-V functional and the def2-TZVPD basis) of 2 unconnected molecules or ions with the total composition C4H8O2.

The geometry in XYZ format:
```
14
C4H8O2 (the ωB97M-V functional and the def2-TZVPD basis)
O 0.92552 4.68649 1.55744
C 1.34415 5.42534 0.66022
C 0.79036 5.40696 -0.66787
H 2.00936 6.31346 0.77476
H -0.31920 5.73870 -0.85943
H 0.66371 4.41094 -1.05943
H 1.26679 6.09128 -1.33890
O 0.43999 -6.16843 -0.79577
C -0.27266 -5.23966 -0.33079
C -1.41635 -5.49377 0.56137
H 0.06353 -4.17702 -0.62130
H -1.36903 -6.43694 1.07659
H -2.28340 -5.86157 -0.05684
H -1.84276 -4.69578 1.09995
```

SMILES string	CC=O.CC=O
Kohn-Sham gap	10.69	eV
relative energy (zero: lowest compared OMol25 entry of this formula, charge and spin)	253.4	kJ/mol
E_HOMO	-10.0	eV


[6]
The following is a DFT calculation (the ωB97M-V functional and the def2-TZVPD basis) of a molecular structure, C31H27N2O3PtS.

The geometry in XYZ format:
```
65
C31H27N2O3PtS (the ωB97M-V functional and the def2-TZVPD basis)
Pt -0.13234 -0.62144 -0.47541
C 1.34389 3.05180 -0.43968
O 1.22980 1.72171 0.06315
C 1.77618 1.45989 1.28337
C 2.80684 2.22912 1.81440
C 3.34104 1.93116 3.05670
C 2.84029 0.86861 3.79454
C 1.80925 0.10584 3.28090
C 1.28532 0.37105 2.01730
N 0.22415 -0.43348 1.48532
N -0.38517 -1.14678 2.32421
C -1.57644 -1.73243 2.03648
C -2.39993 -1.25993 0.99350
O -2.01249 -0.38552 0.10148
C -3.76949 -1.64708 0.96867
C -4.24598 -2.53532 1.87575
C -3.42475 -3.09333 2.90130
C -3.93584 -4.03129 3.81705
C -3.13257 -4.55357 4.79857
C -1.79431 -4.14499 4.88918
C -1.27329 -3.23256 4.00487
C -2.08038 -2.68623 2.99309
H 2.32828 3.22211 -0.88199
H 1.16452 3.78149 0.35066
H 0.57642 3.15688 -1.20356
H 3.19126 3.06844 1.25429
H 4.14628 2.53738 3.44884
H 3.24124 0.63837 4.77138
H 1.39345 -0.70923 3.85330
H -4.39279 -1.22583 0.19293
H -5.28367 -2.84353 1.82793
H -4.97338 -4.33004 3.73655
H -3.52631 -5.27648 5.49944
H -1.16131 -4.55753 5.66372
H -0.23703 -2.93422 4.08095
O -0.89231 -0.81363 -2.39515
S -0.21846 -0.41541 -3.70392
C 1.34347 -1.34472 -3.69390
C 2.12241 -1.11321 -2.43746
C 3.15421 -0.19422 -2.39697
C 3.84901 0.04246 -1.21125
C 3.50806 -0.62926 -0.05375
C 2.47712 -1.56305 -0.08236
C 1.76252 -1.81456 -1.25928
C 0.39757 1.25901 -3.42415
C -0.71623 2.26018 -3.54687
C -0.72961 3.16070 -4.60572
C -1.74727 4.09649 -4.71291
C -2.75957 4.13055 -3.76589
C -2.75183 3.23082 -2.70914
C -1.73181 2.29942 -2.59344
H 1.88940 -1.07165 -4.59736
H 1.00927 -2.37954 -3.78357
H 3.44635 0.32662 -3.30089
H 4.66384 0.75442 -1.20464
H 4.04358 -0.45105 0.86878
H 2.26204 -2.15505 0.79829
H 1.15021 -2.70821 -1.32637
H 1.18930 1.43216 -4.15589
H 0.83076 1.24623 -2.41969
H 0.05820 3.13384 -5.34949
H -1.74789 4.79890 -5.53529
H -3.55333 4.86066 -3.84872
H -3.54143 3.25442 -1.97015
H -1.72835 1.60363 -1.76205
```

charge	+1
Kohn-Sham gap	6.53	eV
relative energy (zero: lowest compared OMol25 entry of this formula, charge and spin)	75.2	kJ/mol
E_HOMO	-10.2	eV